{
  "formula": "C8H12",
  "method": "ωB97M-V/def2-TZVPD",
  "species": ["C", "C", "C", "C", "C", "C", "C", "C", "H", "H", "H", "H", "H", "H", "H", "H", "H", "H", "H", "H"],
  "positions_angstrom": [[2.92012, -1.41949, 0.02975], [1.91686, -0.22453, 0.03174], [2.24664, 1.28967, 0.45914], [-0.59036, 0.07687, -0.22410], [0.59721, -0.55687, -0.02810], [-3.58112, -0.50196, -0.09065], [-2.98493, 0.82453, -0.65101], [-1.63477, 0.90338, -0.54086], [2.71259, -0.88178, 1.09604], [4.12684, -1.51411, -0.41993], [2.67958, -2.40103, 0.29125], [1.67109, 1.75163, 1.23006], [2.00515, 1.95380, -0.56583], [3.24606, 1.28253, 0.93497], [0.29485, -1.62193, 0.21732], [-3.11963, -1.20018, -0.86282], [-4.67904, -0.70955, 0.11095], [-3.08515, -0.61011, 0.86672], [-3.46175, 1.74539, -0.90066], [-1.28023, 1.81372, -0.98398]],
  "orbital_gap_ev": 5.40,
  "total_charge": 0,
  "relative_energy_kcal_mol": 201.5,
  "multiplicity": 1
}

=====

{
  "formula": "C14H23ClN5O2Si",
  "method": "ωB97M-V/def2-TZVPD",
  "species": ["C", "Si", "C", "C", "C", "N", "Cl", "N", "C", "C", "C", "C", "N", "N", "O", "N", "O", "H", "H", "H", "H", "H", "H", "H", "H", "H", "H", "H", "H", "H", "H", "H", "H", "H", "C", "C", "C", "C", "C", "C", "H", "H", "H", "H", "H", "H"],
  "positions_angstrom": [[2.91208, -2.97956, -0.13486], [1.29683, -2.72648, -1.10476], [1.57832, -2.60565, -2.99431], [0.25043, -4.32208, -0.86073], [0.19524, -1.28729, -0.42585], [0.07582, -0.92033, 0.87124], [0.86554, -1.62673, 2.20308], [-0.78155, 0.12984, 1.03752], [-1.20639, 0.39174, -0.18857], [-2.20424, 1.53413, -0.46723], [-3.73140, 1.16781, -0.25026], [-4.02503, -0.31825, 0.14152], [-4.11099, -1.23248, -1.03137], [-0.62503, -0.44117, -1.17387], [-0.82521, -0.41052, -2.49764], [0.22476, 0.30878, -3.15622], [-0.14160, 0.67214, -4.18398], [2.65224, -3.59928, 0.76490], [3.60312, -3.59659, -0.76476], [3.35488, -2.01014, 0.19379], [2.10771, -3.54962, -3.29276], [0.58296, -2.52837, -3.50505], [2.23588, -1.75075, -3.28752], [0.25964, -4.59744, 0.23092], [-0.81197, -4.04533, -1.10508], [0.63291, -5.16097, -1.48878], [-1.92492, 2.39899, 0.18965], [-2.04737, 1.84142, -1.53669], [-4.11887, 1.80308, 0.59062], [-4.32086, 1.40941, -1.17407], [-3.35394, -0.71517, 0.95953], [-5.05419, -0.33087, 0.59665], [-3.18923, -1.40771, -1.43628], [-4.46834, -2.11763, -0.65843], [1.40488, 4.29980, 3.41454], [0.82114, 3.11504, 2.98447], [1.42294, 2.36945, 1.97852], [2.61441, 2.80373, 1.40870], [3.19968, 3.98663, 1.84164], [2.59308, 4.73687, 2.84138], [0.93416, 4.88314, 4.19673], [-0.10454, 2.77261, 3.43347], [0.96406, 1.44961, 1.63928], [3.08688, 2.21946, 0.62680], [4.12915, 4.32473, 1.39902], [3.04693, 5.66202, 3.17509]],
  "orbital_gap_ev": 7.26,
  "total_charge": 1,
  "relative_energy_kcal_mol": 0.0,
  "multiplicity": 1
}

=====

{
  "formula": "C4H6ClNO",
  "method": "ωB97M-V/def2-TZVPD",
  "species": ["C", "C", "C", "O", "C", "N", "H", "H", "H", "H", "H", "Cl", "H"],
  "positions_angstrom": [[1.53696, -0.49660, 0.58295], [0.28222, 0.32989, 0.42055], [-1.12277, -0.23852, 0.51935], [-2.04798, 0.37252, 0.07424], [-1.15259, -1.61434, 0.95198], [-0.90084, -2.71702, 0.86242], [2.25442, 0.31223, 0.62201], [1.75151, -0.96339, 1.63361], [1.68795, -1.34527, -0.20576], [0.35101, 1.07266, 1.13800], [0.35655, 0.74481, -0.55534], [-1.35061, 1.93905, -2.51112], [-1.64583, 2.60398, -3.53288]],
  "orbital_gap_ev": 10.69,
  "smiles": "CCC(=O)C#N.Cl",
  "total_charge": 0,
  "relative_energy_kcal_mol": 50.2,
  "multiplicity": 1
}

=====

{
  "formula": "C5H16NO3",
  "method": "ωB97M-V/def2-TZVPD",
  "species": ["C", "O", "C", "C", "C", "C", "N", "H", "H", "H", "H", "H", "H", "H", "H", "H", "H", "H", "H", "H", "H", "O", "H", "H", "O"],
  "positions_angstrom": [[-0.89846, 0.92665, 0.56558], [0.02097, 1.81094, 0.31588], [-1.99312, 0.44034, -0.46616], [-1.26294, 0.33668, -1.84638], [-0.18963, -0.83574, -1.83337], [1.98462, -1.28876, -1.12155], [1.19044, -0.27285, -1.78717], [-0.59456, -0.03872, 0.90395], [-1.42856, 1.22086, 1.48467], [-2.69330, 1.24105, -0.65899], [-2.56673, -0.60001, -0.21513], [-2.03183, 0.03506, -2.62870], [-0.66884, 1.34088, -1.94914], [-0.08411, -1.26354, -2.87075], [-0.57430, -1.61355, -1.26388], [3.09627, -0.88221, -0.78719], [2.42949, -2.14479, -1.91975], [1.45754, -1.84397, -0.24905], [1.27622, 0.64741, -1.44810], [0.68974, 1.91420, 1.81332], [1.58837, 1.02886, 2.49099], [0.83133, 1.46407, 2.74873], [-0.37240, -1.17286, 2.25209], [0.74321, -2.07831, 2.83016], [-0.15757, -2.19444, 2.30251]],
  "orbital_gap_ev": 7.04,
  "total_charge": -1,
  "relative_energy_kcal_mol": 84.1,
  "multiplicity": 1
}

=====

{
  "formula": "C4H6O5",
  "method": "ωB97M-V/def2-TZVPD",
  "species": ["C", "O", "C", "O", "C", "O", "C", "O", "O", "H", "H", "H", "H", "H", "H"],
  "positions_angstrom": [[0.80386, 0.35497, -1.71078], [0.09402, 1.10115, -0.72589], [-1.03922, 0.48810, 0.01996], [-2.30233, 0.95717, -0.12235], [-0.59744, -0.25912, 1.02728], [-1.40799, -0.78583, 2.00614], [0.90882, -0.41685, 1.02972], [1.70400, 0.30369, 1.60741], [1.21275, -1.70174, 0.69555], [0.81548, 0.93631, -2.63654], [1.84106, 0.24081, -1.38357], [0.37103, -0.63210, -1.90307], [-2.21271, 1.72580, -0.71725], [-2.30817, -0.48773, 1.77237], [2.11685, -1.82464, 1.04103]],
  "orbital_gap_ev": 9.15,
  "smiles": "CO/C(O)=C(/O)C(=O)O",
  "total_charge": 0,
  "relative_energy_kcal_mol": 70.4,
  "multiplicity": 1
}

=====

{
  "formula": "C29H26Cl3FFeN6O4S3",
  "method": "ωB97M-V/def2-TZVPD",
  "species": ["Fe", "F", "C", "C", "C", "C", "O", "C", "C", "N", "C", "C", "C", "C", "C", "C", "N", "C", "C", "N", "C", "C", "C", "O", "O", "H", "H", "H", "H", "H", "H", "H", "H", "H", "H", "H", "H", "H", "H", "H", "H", "H", "H", "S", "C", "C", "C", "C", "N", "C", "C", "C", "S", "C", "N", "H", "H", "Cl", "C", "Cl", "Cl", "C", "N", "C", "S", "C", "O", "H", "H", "H", "H", "H", "H"],
  "positions_angstrom": [[-2.84942, -0.45949, -1.63465], [0.31799, -1.57120, 4.23002], [0.84123, -0.97493, 3.11732], [0.06108, -0.86436, 2.00423], [0.59662, -0.29302, 0.85973], [-0.22870, -0.15229, -0.35402], [-1.24943, -0.80776, -0.46259], [0.28336, 0.75374, -1.33642], [1.59281, 1.07892, -1.28580], [2.45588, 0.64999, -0.31079], [3.87920, 0.64408, -0.57294], [4.33531, -0.06043, -1.81196], [4.60565, -0.66498, -0.46882], [1.93437, 0.12043, 0.85087], [2.69724, 0.02214, 2.02219], [2.15634, -0.50857, 3.17007], [2.96890, -0.55001, 4.34646], [3.83923, -1.69869, 4.50631], [3.17283, -2.79764, 5.32463], [2.85625, -2.21325, 6.67847], [1.89869, -1.05186, 6.56699], [2.47510, -0.01373, 5.60215], [-0.58984, 1.47080, -2.35205], [-0.04020, 2.34285, -3.02139], [-1.81546, 1.17064, -2.34081], [-0.96465, -1.21440, 1.98564], [2.00816, 1.72712, -2.05055], [4.40752, 1.54171, -0.27525], [5.15885, 0.35623, -2.37404], [3.56816, -0.51831, -2.42361], [5.62018, -0.65429, -0.09217], [4.03184, -1.53702, -0.18028], [3.71846, 0.38215, 2.05200], [4.76669, -1.39174, 5.00995], [4.10410, -2.09038, 3.52773], [3.81287, -3.66804, 5.45838], [2.23250, -3.09870, 4.86690], [3.72832, -1.88078, 7.09182], [2.46807, -2.92420, 7.29395], [1.76532, -0.62276, 7.55891], [0.95446, -1.44716, 6.21432], [3.30265, 0.50109, 6.10731], [1.70397, 0.72597, 5.39931], [-1.68314, -1.64241, -3.55520], [-2.17537, -0.39683, -4.67358], [-1.31628, 0.02057, -5.68981], [-1.65309, 1.04864, -6.56215], [-0.68551, 1.49565, -7.53085], [0.11052, 1.83060, -8.29339], [-2.91299, 1.64909, -6.46337], [-3.78908, 1.22194, -5.47089], [-3.43113, 0.23788, -4.55420], [-4.51124, -0.18469, -3.24543], [-3.30468, 2.70915, -7.35417], [-3.64231, 3.55502, -8.05990], [-0.34194, -0.44356, -5.77245], [-4.76245, 1.68769, -5.38135], [-2.99221, -5.46805, -0.75424], [-3.47711, -4.22590, 0.40335], [-5.03696, -4.65701, 1.12922], [-2.24590, -4.10471, 1.69239], [-3.57314, -2.94608, -0.27386], [-3.57746, -1.95102, -0.82864], [-5.10247, 3.51167, -0.77274], [-3.75905, 2.52005, -1.42966], [-2.39661, 3.48598, -0.72204], [-3.85110, 1.26510, -0.58529], [-5.06002, 3.51277, 0.31744], [-6.02511, 3.04511, -1.11487], [-5.01996, 4.52172, -1.17919], [-1.77430, 3.84620, -1.54301], [-1.83035, 2.78262, -0.11344], [-2.76207, 4.31493, -0.11626]],
  "orbital_gap_ev": [3.14, 3.19],
  "total_charge": 0,
  "relative_energy_kcal_mol": 48.9,
  "multiplicity": 1
}

=====

{
  "formula": "C7H9N",
  "method": "ωB97M-V/def2-TZVPD",
  "species": ["C", "C", "C", "N", "C", "C", "H", "H", "H", "H", "H", "C", "C", "H", "H", "H", "H"],
  "positions_angstrom": [[-0.87664, 1.07734, 0.48084], [-2.11127, 1.05527, -0.04578], [-2.58793, -0.18997, -0.41612], [-2.00722, -1.41308, -0.21104], [-0.79914, -1.26410, 0.34972], [-0.14979, -0.08179, 0.68108], [-0.26170, 1.97014, 0.72485], [-2.82264, 1.94184, -0.37638], [-3.66522, -0.34917, -0.81902], [-0.20221, -2.15345, 0.47506], [1.00089, -0.12853, 0.90923], [2.40782, -0.74549, -0.12455], [2.37359, 0.57424, -0.40427], [3.32214, -1.34696, 0.03813], [1.49203, -1.36055, -0.01146], [3.30662, 1.19310, -0.54023], [1.58068, 1.22117, -0.71004]],
  "orbital_gap_ev": 10.57,
  "smiles": "c1ccncc1.C=C",
  "total_charge": 0,
  "relative_energy_kcal_mol": 74.0,
  "multiplicity": 1
}

=====

{
  "formula": "C18H18F9IN2O3P",
  "method": "ωB97M-V/def2-TZVPD",
  "species": ["C", "C", "C", "C", "C", "C", "C", "O", "C", "N", "C", "N", "P", "C", "O", "C", "C", "C", "O", "I", "C", "C", "F", "F", "C", "F", "F", "C", "F", "F", "C", "F", "F", "F", "H", "H", "H", "H", "H", "H", "H", "H", "H", "H", "H", "H", "H", "H", "H", "H", "H", "H"],
  "positions_angstrom": [[3.27886, -2.91905, 3.15190], [2.60786, -2.76354, 1.77729], [2.12838, -4.15500, 1.29130], [1.43970, -1.74824, 1.91622], [1.49554, -0.58073, 0.87722], [0.14613, -0.28007, 0.29472], [-0.44347, -1.31094, -0.44454], [0.22861, -2.51424, -0.65383], [1.12060, -2.45590, -1.61903], [1.90388, -2.37544, -2.45555], [-1.69041, -1.20780, -0.96374], [-2.42618, -0.10286, -0.76458], [-4.15510, -0.14827, -1.42289], [-3.75126, -0.92956, -3.01484], [-4.58829, -1.46371, -0.56003], [-1.92599, 0.96497, -0.07780], [-2.88498, 2.11469, 0.11884], [-2.74246, 3.29056, -0.84012], [-2.61142, 4.40648, -0.49018], [-2.90251, 2.83832, -2.93623], [-0.60360, 0.90590, 0.42033], [0.07287, 2.07882, 1.15646], [0.56384, 1.60506, 2.32659], [-0.78970, 3.06456, 1.46917], [1.26463, 2.80842, 0.43778], [2.29434, 1.96223, 0.24563], [1.66408, 3.77066, 1.28169], [0.92020, 3.46699, -0.92628], [0.10584, 2.63116, -1.62202], [0.28691, 4.62107, -0.70078], [2.17171, 3.76243, -1.80889], [3.12223, 4.34612, -1.09339], [1.79421, 4.57663, -2.78787], [2.63655, 2.63660, -2.34494], [2.55164, -3.34381, 3.84882], [4.13782, -3.58778, 3.09304], [3.60075, -1.95004, 3.53937], [3.33199, -2.35737, 1.06714], [1.03782, -4.22366, 1.28487], [2.46624, -4.35941, 0.27350], [2.49822, -4.93894, 1.95123], [1.49636, -1.28137, 2.90256], [0.47801, -2.26435, 1.88348], [1.93392, 0.26762, 1.37946], [2.15783, -0.85919, 0.05122], [-2.12762, -2.04118, -1.49806], [-4.50348, -0.56921, -3.71872], [-2.77875, -0.59431, -3.37952], [-3.77134, -2.01845, -2.96561], [-5.45542, -1.33222, -0.15442], [-2.83499, 2.48445, 1.13734], [-3.91049, 1.75969, -0.01520]],
  "orbital_gap_ev": 8.31,
  "smiles": "CC(C)CCc1c(OC#N)c[n+](P(C)O)c(CC(=O)I)c1C(F)(F)C(F)(F)C(F)(F)C(F)(F)F",
  "total_charge": 1,
  "multiplicity": 1
}